# 1
Molecular formula: C6H10
Method: DFT, wB97M-V/def2-TZVPD

```
16
Properties=species:S:1:pos:R:3:forces:R:3:nbo_charge:R:1
C 2.22062 0.00785 0.15638 0.054 0.009 -0.024 -0.600
C 0.83668 -0.35142 0.69046 -0.053 -0.044 -0.001 -0.428
C -1.21085 -1.33344 -1.38910 -0.462 0.246 -0.084 -0.136
C -2.05688 -0.39384 -0.72810 0.202 -0.081 0.044 -0.440
C -1.55391 0.56023 0.11204 0.069 0.072 -0.036 0.064
C -0.15561 0.82569 0.59116 -0.065 -0.031 0.000 -0.477
H 2.66123 0.86718 0.67709 -0.083 -0.102 -0.069 0.195
H 2.15590 0.25094 -0.91122 0.031 -0.002 0.152 0.203
H 2.91181 -0.83542 0.25724 -0.095 0.124 0.012 0.212
H 0.90359 -0.66763 1.73844 -0.009 0.056 -0.137 0.195
H -1.76369 -1.70060 -2.27734 0.107 0.038 0.131 0.109
H 0.44819 -1.19032 0.11094 0.090 0.131 0.163 0.261
H -3.12827 -0.30732 -0.93892 0.121 -0.042 -0.001 0.191
H -2.27097 1.32687 0.42708 0.158 -0.157 -0.023 0.192
H 0.24410 1.60701 -0.07911 -0.058 -0.145 0.071 0.238
H -0.24192 1.33422 1.56292 -0.008 -0.072 -0.197 0.222
```
Forces are in eV/Å.

E_LUMO (alpha / beta): -0.735 / -0.757 eV
HOMO (alpha / beta): -8.086 / -8.232 eV
Orbital gap (alpha / beta): 0.2702 / 0.2747 hartree
Energy relative to the best compared isomer or geometry (same formula, charge and spin): 399.7 kJ/mol
DFT total energy: -234.45028 a.u.

=====

# 2
Molecular formula: C6H10
Method: DFT, wB97M-V/def2-TZVPD

```
16
Properties=species:S:1:pos:R:3:forces:R:3:nbo_charge:R:1
C 1.84787 -0.10889 0.35709 0.042 0.028 -0.006 -0.617
C 0.50612 -0.72673 -0.03130 0.097 -0.064 0.006 -0.206
C -0.69391 -0.61736 0.96154 -0.026 -0.027 0.155 -0.394
C -1.52637 0.04270 -0.13487 -0.276 -0.031 0.068 -0.224
C -0.84732 1.29620 -0.58856 0.013 0.167 0.017 -0.428
C -0.35129 -0.02576 -1.09325 0.129 -0.067 -0.262 -0.222
H 2.04650 -0.23880 1.42680 -0.007 -0.035 -0.140 0.208
H 2.67777 -0.56845 -0.18988 -0.118 0.080 0.028 0.210
H 1.86988 0.96601 0.14549 -0.041 -0.132 0.080 0.207
H 0.64678 -1.77912 -0.30082 -0.029 0.153 0.051 0.205
H -1.06752 -1.59817 1.26910 0.059 0.149 -0.044 0.211
H -0.52649 -0.00756 1.85850 -0.024 -0.062 -0.136 0.195
H -2.57682 -0.14924 -0.33160 0.185 0.047 0.012 0.215
H -0.25720 1.87983 0.11904 -0.088 -0.126 -0.110 0.203
H -1.39274 1.89537 -1.31310 0.085 -0.119 0.102 0.222
H -0.35525 -0.26003 -2.15417 -0.001 0.041 0.177 0.215
```
Forces are in eV/Å.

E_LUMO: 1.247 eV
SMILES: C[C@H]1C[C@H]2C[C@H]21
HOMO: -9.601 eV
Orbital gap: 0.3987 hartree
Energy relative to the best compared isomer or geometry (same formula, charge and spin): 127.8 kJ/mol
DFT total energy: -234.55384 a.u.

=====

# 3
Molecular formula: C6H10
Method: DFT, wB97M-V/def2-TZVPD

```
16
Properties=species:S:1:pos:R:3:forces:R:3:nbo_charge:R:1
C -0.71319 -1.68471 -0.28342 -0.164 0.244 0.061 -0.619
C 0.70597 -1.12246 -0.25383 0.025 0.059 0.009 -0.417
C 0.54586 0.35016 -0.05004 -0.298 -0.043 0.180 0.026
C 0.77814 1.18262 1.15252 0.297 0.375 0.166 -0.386
C -0.58028 1.15484 0.53814 0.119 0.497 0.028 -0.281
C -0.21649 1.29896 -0.89938 0.067 0.365 -0.240 -0.398
H -0.71305 -2.76273 -0.06289 -0.383 0.472 0.352 0.213
H -1.15330 -1.58276 -1.28382 0.017 0.097 0.211 0.202
H 1.26513 -1.32172 -1.17594 -0.080 0.011 0.155 0.217
H 1.28547 -1.55425 0.57166 -0.152 0.112 -0.099 0.211
H 1.33746 2.11216 1.12645 0.388 0.027 -0.085 0.184
H 0.91370 0.58380 2.06048 -0.094 0.369 -0.081 0.201
H -1.54691 1.25719 1.00790 -0.030 -0.971 -0.008 0.234
H -1.24313 -0.95483 0.41340 -0.032 -1.976 -0.654 0.223
H 0.20655 2.24030 -1.23571 0.285 0.023 -0.212 0.187
H -0.87193 0.80342 -1.62553 0.033 0.341 0.217 0.203
```
Forces are in eV/Å.

E_LUMO: 1.173 eV
SMILES: CC[C@]12C[C@H]1C2
HOMO: -8.672 eV
Orbital gap: 0.3618 hartree
Energy relative to the best compared isomer or geometry (same formula, charge and spin): 241.0 kJ/mol
DFT total energy: -234.51074 a.u.

=====

# 4
Molecular formula: C6H10BN
Method: DFT, wB97M-V/def2-TZVPD

```
18
Properties=species:S:1:pos:R:3:forces:R:3:mulliken_spin:R:1
B 1.26075 -2.08775 0.32515 0.063 -1.586 -0.422 0.312
C 1.19845 -0.71451 0.00887 -1.020 2.026 -0.154 1.104
C -1.67911 0.16143 -0.44234 0.006 0.599 1.323 0.067
C 1.26432 0.63380 -0.16426 2.528 0.924 0.277 -0.080
C -0.98857 1.15185 0.14548 1.909 -0.585 -1.494 0.009
C -3.05110 -0.09359 -0.01110 -1.593 -1.598 2.051 -0.002
C 2.80921 0.99853 -0.12994 -1.652 -0.769 -5.086 0.090
N 0.36061 1.56784 -0.20248 -1.039 -0.771 0.700 0.379
H 2.22344 -2.74736 0.24395 0.391 -0.542 0.224 0.050
H 0.16491 -2.43230 0.41762 -0.975 -1.427 0.690 0.066
H -1.29279 1.72783 1.01071 -0.741 0.122 -0.326 0.010
H -1.39083 -0.59763 -1.12938 1.217 0.276 -0.954 -0.009
H -3.24390 0.60261 0.83201 -0.668 -0.136 -0.804 -0.001
H -3.15843 -1.15112 0.54496 0.194 1.953 -1.637 0.007
H -3.76908 -0.02468 -0.87897 0.470 -0.068 1.209 0.004
H 3.07892 1.02654 0.86372 0.883 0.679 2.041 -0.009
H 2.91090 1.92114 -0.80921 0.466 -1.184 1.505 0.006
H 3.30231 0.05737 -0.62480 -0.442 2.089 0.858 -0.002
```
Forces are in eV/Å.

E_LUMO (alpha / beta): 0.287 / -2.226 eV
Spin multiplicity: 3
HOMO (alpha / beta): -7.505 / -9.156 eV
Orbital gap (alpha / beta): 0.2864 / 0.2547 hartree
Energy relative to the best compared isomer or geometry (same formula, charge and spin): 134.3 kJ/mol
DFT total energy: -313.98716 a.u.
Expectation value of S²: 2.04

=====

# 5
Molecular formula: C6H10BNO2
Method: DFT, wB97M-V/def2-TZVPD

```
20
Properties=species:S:1:pos:R:3:forces:R:3:nbo_charge:R:1
B -1.00528 0.00130 1.86719 -2.094 0.011 -1.242 1.151
C 0.48157 1.55150 -1.48580 -1.189 1.333 -0.856 -0.256
C 1.32948 0.45794 -1.27899 2.513 -1.217 0.202 -0.334
C -0.82152 1.39296 -1.34298 -0.760 0.457 -0.517 -0.117
C 1.28974 -0.45414 -0.35922 -4.198 0.785 2.301 0.354
C -1.33719 0.11669 -0.72432 -2.038 0.873 -0.183 -0.268
C 1.96679 -1.66629 -0.02754 0.788 -2.314 -0.208 -0.719
N -0.67197 -0.20173 0.51308 3.105 -1.102 -3.015 -0.768
O -0.01316 0.01389 2.74971 1.748 0.839 3.634 -0.905
O -2.33994 0.17038 2.32236 0.277 -0.182 -0.034 -0.928
H 0.84670 2.45275 -1.92472 0.424 0.343 -0.368 0.217
H 2.19182 0.24818 -1.92726 -0.133 0.602 -0.120 0.235
H -1.51470 2.12453 -1.82393 0.477 -0.522 0.913 0.208
H -2.43015 0.34955 -0.54501 0.834 -0.583 0.109 0.197
H -1.34445 -0.60707 -1.60524 0.283 -0.016 1.441 0.196
H 2.62939 -1.67943 0.85064 -0.769 0.370 0.212 0.246
H 2.74661 -1.80717 -0.83916 -1.078 -0.249 0.404 0.237
H 1.21845 -2.53372 0.03967 1.329 1.123 -0.229 0.255
H -0.15309 0.30893 3.70674 -0.185 -0.834 -2.382 0.506
H -3.06911 -0.23906 1.83476 0.665 0.282 -0.060 0.492
```
Forces are in eV/Å.

E_LUMO: 0.488 eV
HOMO: -8.556 eV
Orbital gap: 0.3323 hartree
Energy relative to the best compared isomer or geometry (same formula, charge and spin): 260.4 kJ/mol
DFT total energy: -464.68388 a.u.

=====

# 6
Molecular formula: C6H10BNO2
Method: DFT, wB97M-V/def2-TZVPD

```
20
Properties=species:S:1:pos:R:3:forces:R:3:nbo_charge:R:1
B 1.17469 -0.29369 1.68021 0.698 -1.257 -0.993 1.153
C -0.35436 0.85883 -2.33545 -1.399 0.525 2.401 -0.295
C -1.25922 1.11922 -1.32492 4.658 -1.966 -0.464 -0.107
C 0.88005 0.10491 -2.01285 -0.973 0.028 -1.229 0.075
C 0.64195 0.35645 0.30482 -0.571 1.559 0.003 -0.423
C -0.88907 0.54513 0.07322 -0.991 1.451 1.201 -0.262
C -1.71493 -0.74847 0.30480 0.086 -1.292 -0.700 -0.636
N 1.30157 -0.16681 -0.86107 1.378 -1.182 0.182 -0.384
O 2.18236 0.38131 2.37638 -1.892 0.493 -0.876 -0.896
O 0.89337 -1.63076 1.90734 0.344 0.207 1.032 -0.896
H -0.49452 1.18582 -3.35010 -0.153 0.080 -0.218 0.212
H -2.12492 1.65908 -1.47487 -1.824 0.939 -0.226 0.202
H 1.40712 -0.26038 -2.91581 0.130 0.046 0.720 0.173
H 1.22590 1.30318 0.42754 -1.064 0.232 -0.251 0.233
H -1.21333 1.32913 0.87112 0.332 -1.276 -1.257 0.215
H -1.21602 -1.48833 0.93554 0.221 0.417 0.192 0.236
H -1.88584 -1.35695 -0.63064 0.136 0.976 0.605 0.213
H -2.68652 -0.59829 0.77079 -0.104 0.374 -0.167 0.212
H 2.84249 -0.25770 2.54482 1.349 -0.904 0.848 0.485
H 1.28922 -2.04170 2.70912 -0.362 0.552 -0.805 0.490
```
Forces are in eV/Å.

E_LUMO: 0.332 eV
SMILES: C[C@@H]1C=CC=N[C@@H]1B(O)O
HOMO: -8.802 eV
Orbital gap: 0.3357 hartree
Energy relative to the best compared isomer or geometry (same formula, charge and spin): 83.8 kJ/mol
DFT total energy: -464.75114 a.u.

=====

# 7
Molecular formula: C6H10BNS
Method: DFT, wB97M-V/def2-TZVPD

```
19
Properties=species:S:1:pos:R:3:forces:R:3:nbo_charge:R:1
B 0.33312 -0.07087 0.11854 -1.137 -1.321 1.372 0.532
C 0.66134 -1.10464 -1.01067 0.293 1.450 -1.132 -0.616
C -0.17262 -1.05030 -2.13695 0.740 -0.469 3.273 0.090
C -1.48862 0.75021 -1.48127 0.356 2.476 1.004 0.214
C -1.07818 0.74478 -0.03267 0.231 1.735 0.133 -0.635
C -1.32679 2.17214 0.69845 -1.151 -0.939 -1.317 -0.595
C 2.26048 -1.55462 1.63960 0.701 -1.255 -0.110 -0.755
N -1.06998 -0.05157 -2.35503 -0.748 0.554 -1.239 -0.463
S 0.88213 -0.40685 1.92305 -0.147 0.365 -2.225 0.028
H 1.57936 -1.73374 -0.97166 -1.179 0.130 -0.198 0.230
H -0.33353 -1.85425 -2.80645 0.608 -0.749 -0.834 0.195
H -1.96738 1.74751 -1.78197 0.143 -1.700 -0.078 0.175
H -1.76969 0.13143 0.54142 -0.062 -0.607 0.026 0.286
H -0.93028 3.09371 0.33197 0.905 0.191 -1.156 0.212
H -0.90333 2.08657 1.63682 0.838 -0.293 2.165 0.215
H -2.38004 2.48153 0.87120 0.243 -0.951 -0.305 0.210
H 1.99397 -2.55377 1.10425 0.167 1.786 1.167 0.223
H 2.64222 -1.75273 2.67855 -0.146 -0.077 -1.183 0.233
H 3.06783 -1.07452 1.03281 -0.654 -0.325 0.636 0.221
```
Forces are in eV/Å.

E_LUMO: -0.312 eV
SMILES: CSB1C=CN=C[C@@H]1C
HOMO: -8.691 eV
Orbital gap: 0.3079 hartree
Energy relative to the best compared isomer or geometry (same formula, charge and spin): 102.4 kJ/mol
DFT total energy: -712.37113 a.u.

=====

What did the first record say?
Molecular formula: C6H10
Method: DFT, wB97M-V/def2-TZVPD

```
16
Properties=species:S:1:pos:R:3:forces:R:3:nbo_charge:R:1
C 2.22062 0.00785 0.15638 0.054 0.009 -0.024 -0.600
C 0.83668 -0.35142 0.69046 -0.053 -0.044 -0.001 -0.428
C -1.21085 -1.33344 -1.38910 -0.462 0.246 -0.084 -0.136
C -2.05688 -0.39384 -0.72810 0.202 -0.081 0.044 -0.440
C -1.55391 0.56023 0.11204 0.069 0.072 -0.036 0.064
C -0.15561 0.82569 0.59116 -0.065 -0.031 0.000 -0.477
H 2.66123 0.86718 0.67709 -0.083 -0.102 -0.069 0.195
H 2.15590 0.25094 -0.91122 0.031 -0.002 0.152 0.203
H 2.91181 -0.83542 0.25724 -0.095 0.124 0.012 0.212
H 0.90359 -0.66763 1.73844 -0.009 0.056 -0.137 0.195
H -1.76369 -1.70060 -2.27734 0.107 0.038 0.131 0.109
H 0.44819 -1.19032 0.11094 0.090 0.131 0.163 0.261
H -3.12827 -0.30732 -0.93892 0.121 -0.042 -0.001 0.191
H -2.27097 1.32687 0.42708 0.158 -0.157 -0.023 0.192
H 0.24410 1.60701 -0.07911 -0.058 -0.145 0.071 0.238
H -0.24192 1.33422 1.56292 -0.008 -0.072 -0.197 0.222
```
Forces are in eV/Å.

E_LUMO (alpha / beta): -0.735 / -0.757 eV
HOMO (alpha / beta): -8.086 / -8.232 eV
Orbital gap (alpha / beta): 0.2702 / 0.2747 hartree
Energy relative to the best compared isomer or geometry (same formula, charge and spin): 399.7 kJ/mol
DFT total energy: -234.45028 a.u.

=====

Repeat the seventh record exactly.
Molecular formula: C6H10BNS
Method: DFT, wB97M-V/def2-TZVPD

```
19
Properties=species:S:1:pos:R:3:forces:R:3:nbo_charge:R:1
B 0.33312 -0.07087 0.11854 -1.137 -1.321 1.372 0.532
C 0.66134 -1.10464 -1.01067 0.293 1.450 -1.132 -0.616
C -0.17262 -1.05030 -2.13695 0.740 -0.469 3.273 0.090
C -1.48862 0.75021 -1.48127 0.356 2.476 1.004 0.214
C -1.07818 0.74478 -0.03267 0.231 1.735 0.133 -0.635
C -1.32679 2.17214 0.69845 -1.151 -0.939 -1.317 -0.595
C 2.26048 -1.55462 1.63960 0.701 -1.255 -0.110 -0.755
N -1.06998 -0.05157 -2.35503 -0.748 0.554 -1.239 -0.463
S 0.88213 -0.40685 1.92305 -0.147 0.365 -2.225 0.028
H 1.57936 -1.73374 -0.97166 -1.179 0.130 -0.198 0.230
H -0.33353 -1.85425 -2.80645 0.608 -0.749 -0.834 0.195
H -1.96738 1.74751 -1.78197 0.143 -1.700 -0.078 0.175
H -1.76969 0.13143 0.54142 -0.062 -0.607 0.026 0.286
H -0.93028 3.09371 0.33197 0.905 0.191 -1.156 0.212
H -0.90333 2.08657 1.63682 0.838 -0.293 2.165 0.215
H -2.38004 2.48153 0.87120 0.243 -0.951 -0.305 0.210
H 1.99397 -2.55377 1.10425 0.167 1.786 1.167 0.223
H 2.64222 -1.75273 2.67855 -0.146 -0.077 -1.183 0.233
H 3.06783 -1.07452 1.03281 -0.654 -0.325 0.636 0.221
```
Forces are in eV/Å.

E_LUMO: -0.312 eV
SMILES: CSB1C=CN=C[C@@H]1C
HOMO: -8.691 eV
Orbital gap: 0.3079 hartree
Energy relative to the best compared isomer or geometry (same formula, charge and spin): 102.4 kJ/mol
DFT total energy: -712.37113 a.u.

=====

What is the DFT total energy in the sixth record? -464.75114 a.u.